1) 10
Properties=species:S:1:pos:R:3:nbo_charge:R:1 method="wB97M-V/def2-TZVPD" homo_energy_ev=-9.44 smiles="C=C(C=O)OO" orbital_gap_ev=9.8 e_lumo_ev=0.3
C 0.29964 1.13447 -0.05409 -0.422
C 0.02186 -0.16314 -0.13522 0.149
C 0.81644 -1.06361 -1.03129 0.386
O 1.28906 -0.68266 -2.07678 -0.498
O -0.84030 -0.77634 0.73766 -0.245
O -1.40761 0.27930 1.54592 -0.436
H 0.84768 1.63074 -0.83734 0.228
H 0.00974 1.66783 0.83725 0.230
H 1.05561 -2.07078 -0.63068 0.130
H -2.19326 -0.18231 1.87031 0.478


2) 10
Properties=species:S:1:pos:R:3:nbo_charge:R:1 method="wB97M-V/def2-TZVPD" homo_energy_ev="-7.80 / -7.72" orbital_gap_ev="8.6 / 8.4" e_lumo_ev="0.8 / 0.6"
O 0.96345 1.72007 -0.60460 -0.540
C 0.84620 1.26542 0.49185 0.642
C 0.09975 -1.54330 -0.49221 -0.172
O -0.93280 -0.75679 -0.63209 -0.353
C -1.22254 0.28807 0.06160 0.316
O -0.28757 0.67428 0.98837 -0.535
H 1.62236 1.24689 1.26837 0.129
H 0.10538 -2.40275 -1.14241 0.179
H 0.73151 -1.42682 0.37764 0.160
H -1.99396 0.94729 -0.30068 0.174


3) 10
Properties=species:S:1:pos:R:3:nbo_charge:R:1 method="wB97M-V/def2-TZVPD" homo_energy_ev=-10.20 orbital_gap_ev=10.3 e_lumo_ev=0.1
C 0.46912 0.28583 1.07730 -0.688
C -0.52809 0.59778 -1.32738 0.749
C -0.64263 -0.10151 0.13971 0.564
O 0.06218 -1.20756 -1.04700 -0.834
O -0.79249 0.97314 -2.36933 -0.389
O -1.76727 -0.39450 0.45508 -0.575
H 1.01729 -1.27804 -0.89747 0.465
H 1.37492 0.58687 0.54962 0.216
H 0.68161 -0.57208 1.71626 0.247
H 0.12536 1.11006 1.70322 0.244


The least stable of them is 1).


1) 10
Properties=species:S:1:pos:R:3:nbo_charge:R:1 method="wB97M-V/def2-TZVPD" homo_energy_ev=-8.04 smiles="OC1=COCO1" orbital_gap_ev=8.7 e_lumo_ev=0.7
O -0.84865 -1.83515 0.82754 -0.640
C -0.33339 -0.70899 0.31537 0.524
C 0.82674 -0.10932 0.57319 -0.144
O 1.04091 0.86319 -0.40612 -0.503
C -0.25301 1.09331 -0.88803 0.229
O -0.99885 -0.12334 -0.71112 -0.488
H -0.06518 -2.24606 1.19683 0.490
H 1.48697 -0.12879 1.42594 0.212
H -0.21595 1.33756 -1.94789 0.179
H -0.74194 1.88750 -0.30109 0.141


2) 10
Properties=species:S:1:pos:R:3:nbo_charge:R:1 method="wB97M-V/def2-TZVPD" homo_energy_ev=-10.68 orbital_gap_ev=11.6 e_lumo_ev=0.9
O 0.18449 -1.24996 -1.29475 -0.690
C -0.43831 -0.22429 -0.62186 0.072
C 0.43773 0.91614 -0.06572 0.287
O -0.56454 1.26027 0.88413 -0.495
C -0.40560 -0.17977 0.92498 0.284
O 1.03686 -0.07341 0.87669 -0.532
H 0.99566 -1.42354 -0.78693 0.483
H -1.38762 0.03195 -1.09073 0.195
H 1.05370 1.68753 -0.53194 0.199
H -0.91238 -0.74491 1.70613 0.197


3) 10
Properties=species:S:1:pos:R:3:nbo_charge:R:1 method="wB97M-V/def2-TZVPD" homo_energy_ev=-10.52 smiles="O=C1COCO1" orbital_gap_ev=11.3 e_lumo_ev=0.7
O -2.35211 -0.20443 -0.10490 -0.538
C -1.16914 -0.17026 0.03195 0.757
C -0.27104 1.05373 0.09295 -0.188
O 1.01917 0.55190 -0.07867 -0.516
C 0.98178 -0.82612 -0.05127 0.232
O -0.38766 -1.27910 0.12483 -0.486
H -0.40693 1.59338 1.03103 0.209
H -0.44210 1.66098 -0.78892 0.214
H 1.39597 -1.19667 -0.99791 0.157
H 1.63206 -1.18340 0.74091 0.161


The least stable of them is 2).


1) 10
Properties=species:S:1:pos:R:3:nbo_charge:R:1 method="wB97M-V/def2-TZVPD" homo_energy_ev=-10.08 orbital_gap_ev=10.8 e_lumo_ev=0.7
O 2.09729 0.21798 0.82265 -0.517
C 1.27954 -0.04752 0.01126 0.973
O 0.59752 1.10025 -0.79512 -0.545
C -0.59701 1.03015 -0.19040 0.026
C -0.42150 -0.97105 0.13880 -0.226
O 0.85927 -1.19583 -0.50872 -0.476
H -0.66130 1.41196 0.82386 0.170
H -1.47304 1.26475 -0.82375 0.188
H -0.43858 -1.58118 1.06528 0.211
H -1.21615 -1.19951 -0.53552 0.196


2) 10
Properties=species:S:1:pos:R:3:nbo_charge:R:1 method="wB97M-V/def2-TZVPD" homo_energy_ev=-9.08 orbital_gap_ev=9.4 e_lumo_ev=0.3
O -0.34052 1.37147 -1.31337 -0.649
C -0.16851 0.15481 -0.71372 0.098
C -0.64063 0.16551 0.71076 0.356
O -1.78072 -0.19078 0.89511 -0.564
C 1.28281 -0.98689 0.00045 0.287
O 0.68743 -1.20457 1.03635 -0.502
H -0.20398 2.09881 -0.68345 0.483
H -0.66761 -0.58293 -1.33953 0.207
H -0.05575 0.84297 1.38093 0.111
H 2.18343 -1.66739 -0.02789 0.173


3) 10
Properties=species:S:1:pos:R:3:nbo_charge:R:1 method="wB97M-V/def2-TZVPD" homo_energy_ev="-9.24 / -9.23" orbital_gap_ev="8.2 / 8.2" e_lumo_ev="-1.0 / -1.0"
C -0.99127 0.98932 -0.23586 0.483
C 0.40288 0.54229 -0.15714 0.211
C -0.73926 -0.40236 -0.73487 -0.043
O -1.91792 1.75171 -0.03165 -0.473
O 1.61490 0.79098 -0.60299 -0.642
O -1.18483 -1.64672 -0.27849 -0.668
H 0.51513 0.24872 1.78910 -0.053
H -0.50061 -0.46194 -1.73991 0.200
H 1.71977 1.76988 -0.62358 0.496
H -1.76566 -1.48402 0.53906 0.489


4) 10
Properties=species:S:1:pos:R:3:nbo_charge:R:1 method="wB97M-V/def2-TZVPD" homo_energy_ev=-10.03 smiles="O=CC(O)C=O" orbital_gap_ev=10.1 e_lumo_ev=0.1
O -1.72622 0.14062 -0.84279 -0.515
C -0.69334 0.76968 -0.79699 0.423
C 0.43422 0.29788 0.10746 -0.116
O -0.06734 0.62514 1.39556 -0.671
C 0.68633 -1.20483 0.02579 0.423
O 1.73097 -1.68473 -0.33347 -0.487
H -0.59622 1.76818 -1.26133 0.135
H 1.37653 0.82769 -0.05476 0.208
H -0.98077 0.29269 1.39882 0.478
H -0.16415 -1.83233 0.36172 0.121


The least stable of them is 3).


1) 10
Properties=species:S:1:pos:R:3:mulliken_spin:R:1 method="wB97M-V/def2-TZVPD" homo_energy_ev="-4.09 / -6.80" multiplicity=2 s_squared=1.752 orbital_gap_ev="3.1 / 6.8" e_lumo_ev="-1.0 / 0.0"
C -1.14912 0.30425 0.23893 0.456
O -2.31013 0.13760 -0.31381 0.181
H 0.16034 1.23102 -1.23714 0.057
Na -4.62853 -0.78764 0.16147 0.563
C 0.02056 0.52891 -0.41743 0.565
O 1.08567 -0.34749 -0.13746 0.000
C 2.26844 -0.21740 -0.71721 0.020
O 2.42649 0.68629 -1.58621 0.070
Mg 4.27382 -0.30710 -1.47532 -0.984
H -1.05240 0.98583 1.14959 0.072


2) 10
Properties=species:S:1:pos:R:3:mulliken_spin:R:1 method="wB97M-V/def2-TZVPD" homo_energy_ev="-4.68 / -4.68" multiplicity=2 s_squared=0.758 orbital_gap_ev="3.1 / 2.9" e_lumo_ev="-1.6 / -1.8"
O -2.74960 1.59706 0.75715 0.204
C -2.28934 1.46816 -0.34296 0.569
O -0.21923 -1.65931 -0.69615 -0.031
C 0.71320 -1.81981 0.09373 -0.015
C 1.58070 -0.61717 0.52907 0.006
O 1.33280 0.51634 0.11040 -0.002
Mg -0.40202 0.29049 -0.77355 0.149
H 1.00470 -2.76751 0.54631 -0.001
H 2.43146 -0.88648 1.15492 0.000
Na -1.40267 3.87822 -1.37892 0.122


The least stable of them is 1).


1) 18
Properties=species:S:1:pos:R:3:nbo_charge:R:1 method="wB97M-V/def2-TZVPD" homo_energy_ev=-7.31 orbital_gap_ev=8.3 e_lumo_ev=1.0
C 1.90011 -1.09876 1.22530 -0.383
C 0.57051 -0.95089 1.17115 -0.208
C 0.02088 -0.00942 0.15645 -0.137
C -0.09726 -0.38030 -1.15568 0.008
N -0.87740 -1.50093 -1.54085 -0.780
C -0.61947 1.25486 0.68802 -0.405
C -0.69028 2.40607 -0.32861 -0.608
H 2.36303 -1.89351 1.80527 0.196
H 2.45204 -0.85843 0.32016 0.190
H -0.03088 -1.05783 2.07733 0.189
H 0.09664 0.34236 -1.94503 0.171
H -0.40405 -1.94786 -2.32374 0.363
H -1.00027 -2.09441 -0.72704 0.374
H -0.18227 1.46445 1.66820 0.201
H -1.65415 0.99777 0.96386 0.199
H 0.28054 2.47344 -0.81579 0.206
H -1.40328 2.09527 -1.09039 0.208
H -1.05792 3.29592 0.17218 0.216


2) 18
Properties=species:S:1:pos:R:3:nbo_charge:R:1 method="wB97M-V/def2-TZVPD" homo_energy_ev=-7.58 orbital_gap_ev=5.3 e_lumo_ev=-2.3
C 0.40944 -1.53264 -1.45626 -0.652
C -0.37515 -1.26704 -0.16776 -0.387
N 0.73513 1.44365 -1.00982 -0.576
C -0.49040 1.36899 -0.42549 -0.291
C -0.36323 0.18603 0.48470 0.023
C -0.76580 -0.06611 1.94134 -0.074
C 0.59295 0.36244 1.70263 -0.470
H 0.87480 -0.63978 -1.74580 0.253
H -0.24215 -1.71530 -2.31326 0.208
H 0.01421 -1.78479 0.69017 0.203
H -1.43960 -1.47663 -0.16592 0.211
H 0.95096 2.43073 -1.14855 0.329
H 1.18292 -2.28047 -1.36244 0.212
H -1.29397 1.15438 -1.14243 0.185
H -0.86180 2.27795 0.05609 0.181
H -1.33463 0.62683 2.59146 0.187
H 1.32756 -0.43611 1.65930 0.230
H 1.07874 1.34788 1.81202 0.227


3) 18
Properties=species:S:1:pos:R:3:nbo_charge:R:1 method="wB97M-V/def2-TZVPD" homo_energy_ev=-11.10 smiles=CCC[C@@H](C)C#N orbital_gap_ev=12.0 e_lumo_ev=0.9
C -2.53342 -0.04652 -0.92725 -0.604
C -1.20410 0.43349 -0.32540 -0.413
C 0.11720 -0.32004 -0.63777 -0.383
C 1.14273 -0.33850 0.56820 -0.323
C 2.61367 0.02945 0.27025 -0.590
C 0.65972 0.54052 1.64450 0.294
N 0.20066 1.24117 2.44200 -0.342
H -3.34092 0.29894 -0.26892 0.215
H -2.74409 0.35913 -1.92158 0.204
H -2.61474 -1.13824 -0.97740 0.202
H -1.07101 1.49330 -0.57327 0.207
H -1.34922 0.41387 0.75351 0.217
H -0.10207 -1.36110 -0.90593 0.210
H 0.61573 0.12214 -1.50906 0.209
H 1.15470 -1.35027 0.99444 0.241
H 3.07275 -0.67564 -0.42951 0.216
H 2.70804 1.04063 -0.13801 0.216
H 3.19939 -0.00188 1.19778 0.223


4) 18
Properties=species:S:1:pos:R:3:nbo_charge:R:1 method="wB97M-V/def2-TZVPD" homo_energy_ev=-7.10 orbital_gap_ev=8.0 e_lumo_ev=0.9
C 2.34133 -1.65558 -1.81861 -0.442
C 1.26358 -1.39572 -1.06501 -0.189
C 1.03548 -0.19977 -0.29054 -0.370
C -0.16074 0.20182 0.19911 0.258
C -1.28852 -0.78275 0.37735 -0.668
N -0.35174 1.50835 0.56525 -0.598
C -1.42373 2.03833 1.38526 -0.404
H 2.56770 -2.66003 -2.13817 0.196
H 3.07815 -0.88063 -1.99670 0.181
H 0.51279 -2.18287 -1.05156 0.188
H 1.81335 0.55167 -0.40705 0.188
H -0.86069 -1.74929 0.63672 0.231
H -1.82591 -0.94560 -0.55877 0.230
H -1.96826 -0.49091 1.17038 0.215
H 0.28715 2.14290 0.11887 0.389
H -1.72241 1.28048 2.10562 0.201
H -1.02496 2.85386 1.98474 0.206
H -2.27257 2.36577 0.78310 0.187


The least stable of them is 2).